Molecular formula: C14H44Fe2O24P2Pd
Method: DFT, ωB97M-V/def2-TZVPD

```
87
Properties=species:S:1:pos:R:3:lowdin_spin:R:1
Fe 22.532 -5.210 -0.448 4.15
Fe 20.712 -2.811 0.232 3.68
Pd 22.504 -3.360 -3.305 0.78
O 23.338 -7.065 -0.572 0.20
H 22.420 -7.375 -0.444 0.00
O 21.720 -4.303 1.182 0.14
H 22.239 -4.943 1.706 0.01
P 20.394 -4.212 -1.904 0.02
O 21.695 -3.598 -1.316 0.12
O 19.361 -3.407 -1.049 0.06
O 20.758 -5.682 -1.445 0.05
O 20.450 -3.829 -3.412 0.03
P 24.678 -4.366 -1.984 0.02
O 23.446 -5.090 -2.402 0.30
O 24.471 -3.073 -2.782 0.06
O 25.661 -5.459 -2.487 0.07
O 24.402 -4.256 -0.460 0.15
C 22.820 -3.104 -6.237 0.00
C 22.046 -1.741 -5.866 0.01
O 22.071 -1.522 -4.498 0.03
O 22.357 -4.310 -5.481 0.00
H 23.833 -3.005 -5.847 0.00
H 22.713 -3.253 -7.311 0.00
H 20.998 -1.749 -6.166 0.00
H 22.493 -0.926 -6.435 0.00
H 21.871 -0.588 -4.412 0.01
H 21.519 -4.622 -5.831 0.00
C 18.411 -7.863 0.165 0.00
C 17.917 -8.144 1.611 0.00
O 17.714 -6.894 2.226 0.00
O 19.685 -7.208 0.345 0.00
H 17.743 -7.171 -0.348 0.00
H 18.429 -8.739 -0.483 0.00
H 18.626 -8.802 2.114 0.00
H 16.954 -8.647 1.697 0.00
H 18.527 -6.409 2.069 0.00
H 20.020 -6.746 -0.426 0.00
C 18.493 -3.159 -6.161 0.00
C 18.461 -4.694 -5.802 0.00
O 19.779 -5.186 -5.565 0.00
O 18.696 -2.419 -4.949 0.00
H 17.686 -2.943 -6.861 0.00
H 19.355 -3.030 -6.817 0.00
H 18.214 -5.139 -6.766 0.00
H 17.826 -5.023 -4.979 0.00
H 19.964 -4.690 -4.764 0.00
H 19.304 -2.840 -4.337 0.00
C 21.404 0.044 -0.279 0.00
C 22.777 -0.589 -0.237 0.00
O 22.692 -1.734 0.653 0.02
O 20.391 -0.883 -0.541 0.03
H 21.425 0.780 -1.083 0.00
H 21.247 0.514 0.692 0.00
H 23.552 0.133 0.020 0.00
H 22.853 -1.015 -1.237 0.00
H 23.567 -2.084 0.836 0.00
H 19.776 -0.411 -1.107 0.00
C 17.964 -2.769 3.409 0.00
C 18.406 -2.082 2.098 0.00
O 19.835 -2.045 1.942 0.02
O 18.017 -4.172 3.296 0.00
H 16.977 -2.415 3.706 0.00
H 18.522 -2.503 4.307 0.00
H 18.170 -1.018 2.105 0.00
H 17.910 -2.596 1.275 0.00
H 20.137 -1.340 2.519 0.00
H 18.934 -4.456 3.286 0.00
C 16.474 -2.746 -2.328 0.00
C 15.936 -4.103 -1.746 0.00
O 16.962 -4.949 -1.402 0.00
O 17.258 -1.989 -1.457 0.00
H 15.684 -2.130 -2.757 0.00
H 17.012 -2.932 -3.257 0.00
H 15.355 -4.674 -2.471 0.00
H 15.332 -3.828 -0.881 0.00
H 17.760 -4.415 -1.380 0.00
H 18.131 -2.389 -1.452 0.00
C 19.856 -8.243 -3.158 0.00
C 19.754 -8.894 -4.483 0.00
O 20.451 -8.126 -5.459 0.00
O 19.229 -7.002 -3.073 0.00
H 20.910 -7.980 -3.070 0.00
H 19.592 -8.929 -2.353 0.00
H 18.758 -9.106 -4.872 0.00
H 20.436 -9.741 -4.551 0.00
H 20.043 -7.268 -5.325 0.00
H 19.769 -6.468 -2.486 0.00
```

The calculation puts the electronic energy at -5703.6816 Eh. Its multiplicity is 11. Its highest occupied orbital energy (spin up / spin down) is 0.4 / 0.4 eV. The gap between HOMO and LUMO (spin up / spin down) comes out at 0.10479 / 0.10498 Ha. As for the net charge: -2.

---

Molecular formula: C14H44N2O10
Method: DFT, ωB97M-V/def2-TZVPD

```
70
Properties=species:S:1:pos:R:3:lowdin_spin:R:1
C -14.781 27.362 21.443 0.00
C -15.454 26.099 22.075 0.00
C -15.593 26.124 23.602 0.00
O -16.258 24.887 23.932 0.00
C -16.529 24.679 25.307 0.00
N -16.740 25.864 21.445 0.00
H -15.362 28.280 21.357 0.00
H -14.444 27.240 20.413 0.00
H -13.864 27.706 21.920 0.00
H -14.817 25.275 21.753 0.00
H -16.237 26.973 23.830 0.00
H -14.649 26.239 24.135 0.00
H -17.014 23.712 25.436 0.00
H -17.280 25.389 25.652 0.00
H -15.623 24.984 25.832 0.00
H -17.295 26.708 21.436 0.00
H -17.247 25.425 22.200 0.00
C -19.976 24.355 22.814 0.02
C -20.286 23.793 21.387 0.08
C -20.782 24.875 20.373 0.08
O -21.509 24.194 19.329 0.02
C -22.537 24.938 18.678 0.00
N -19.168 22.996 20.896 0.68
H -19.400 23.731 23.497 0.00
H -20.878 24.528 23.402 0.00
H -19.483 25.318 22.679 0.00
H -21.083 23.084 21.610 0.00
H -20.004 25.551 20.017 0.00
H -21.437 25.556 20.917 0.01
H -22.245 25.857 18.171 0.00
H -23.384 25.138 19.334 0.00
H -22.857 24.270 17.878 0.00
H -19.331 22.427 20.078 0.02
H -18.411 23.629 20.681 0.02
O -15.915 23.301 20.337 0.00
H -16.367 24.139 20.443 0.00
H -15.240 23.306 21.016 0.00
O -16.396 26.213 17.956 0.00
H -16.031 27.092 17.855 0.00
H -16.340 26.036 18.895 0.00
C -13.793 22.587 23.154 0.00
C -12.621 22.357 24.257 0.00
O -11.690 21.418 23.803 0.00
O -13.316 23.297 21.963 0.00
H -14.566 23.251 23.540 0.00
H -14.209 21.685 22.705 0.00
H -13.121 22.015 25.162 0.00
H -12.166 23.307 24.539 0.00
H -11.075 21.327 24.535 0.00
H -12.846 22.678 21.400 0.00
C -18.246 19.964 21.782 0.02
C -17.342 20.860 22.643 0.01
O -16.471 20.167 23.607 0.01
O -17.477 18.919 21.169 0.02
H -18.800 20.560 21.057 0.01
H -18.849 19.390 22.486 0.00
H -17.893 21.474 23.355 0.00
H -16.726 21.478 21.990 0.00
H -15.968 19.475 23.171 0.00
H -17.118 19.211 20.328 0.00
C -16.153 20.376 18.041 0.00
C -17.146 19.458 17.243 0.00
O -17.913 18.642 18.102 0.00
O -16.860 21.004 19.185 0.00
H -15.639 21.151 17.472 0.00
H -15.419 19.798 18.603 0.00
H -16.598 18.999 16.420 0.00
H -17.812 20.152 16.730 0.00
H -18.417 19.270 18.625 0.00
H -16.439 21.862 19.283 0.00
```

The calculation puts the electronic energy at -1421.2662 Eh. Its multiplicity is 2. Its highest occupied orbital energy (spin up / spin down) is -12.4 / -12.3 eV. The gap between HOMO and LUMO (spin up / spin down) comes out at 0.36614 / 0.15143 Ha. The calculation puts the energy relative to the best compared isomer or geometry (same formula, charge and spin) at 0.0 kcal/mol. As for the net charge: +1.

---

- Look up the multiplicity of the first one.
  11

---

- net charge of number 2 (C14H44N2O10)?
  +1

---

- Number 1 is which compound?
  C14H44Fe2O24P2Pd

---

- The highest multiplicity belongs to which entry?
  C14H44Fe2O24P2Pd